Formula: C22H68O12
Source: the Open Molecules 2025 dataset
Level of theory: ωB97M-V/def2-TZVPD

Geometry as XYZ:
```
102
Properties=species:S:1:pos:R:3:forces:R:3:mulliken_charge:R:1
O 19.6915 -28.2653 -14.5416 -0.1 -0.1 -0.1 -0.63
C 24.6935 -30.2326 -21.5787 0.3 0.6 0.2 -0.38
H 24.0473 -30.9105 -22.1267 -0.2 0.0 0.2 0.31
H 19.6397 -28.1883 -15.5051 0.1 0.0 0.1 0.23
C 21.2986 -31.3500 -20.2866 -0.5 -0.2 -0.1 -1.30
C 20.7042 -27.3906 -14.0735 0.2 -0.1 0.1 0.16
C 22.5459 -22.9168 -18.2937 0.0 -0.7 0.1 -0.47
C 20.9615 -31.4359 -18.8057 0.5 0.7 -0.2 0.92
O 22.6442 -24.7613 -12.9643 0.0 0.0 -0.2 -0.51
H 25.9778 -26.5272 -16.3008 0.1 0.0 -0.1 -0.03
H 23.6048 -28.6698 -17.7697 0.0 0.1 0.4 -0.17
C 26.9165 -25.9662 -16.2992 -0.2 -0.2 -0.2 -0.97
H 26.3433 -29.8736 -13.6412 0.0 0.1 0.0 0.35
H 27.5884 -28.1073 -20.0120 0.1 0.0 -0.1 0.24
H 18.8676 -30.9203 -18.7217 0.0 0.1 0.0 0.29
C 22.1716 -23.8782 -19.4125 -0.4 0.3 -0.4 -0.06
H 22.5441 -27.4243 -13.0009 0.1 0.0 -0.2 0.16
O 28.1051 -24.1687 -17.3994 0.0 -0.1 -0.3 -0.64
H 18.4222 -27.7244 -18.9083 0.4 0.3 -0.1 0.18
H 20.3354 -28.1060 -20.3732 0.1 -0.1 0.0 -0.08
O 19.7619 -27.6850 -17.3291 0.2 0.1 -0.1 0.19
H 28.9385 -24.5451 -17.1004 0.0 0.0 0.0 0.35
H 20.9254 -32.2291 -20.8212 0.2 -0.1 0.1 0.43
H 23.1923 -27.8115 -19.1701 -0.5 0.5 0.1 -0.50
H 24.5636 -27.2872 -18.2517 -0.1 0.3 0.4 -0.21
H 21.8957 -24.2850 -13.3358 0.0 0.1 0.0 0.33
H 23.0428 -32.4146 -16.2280 0.0 0.0 0.4 0.36
H 19.1816 -32.6047 -19.1032 0.0 0.0 0.1 0.43
C 19.5219 -31.7654 -18.4932 0.0 -0.4 -0.2 -1.47
H 25.3759 -25.3129 -21.8478 -0.2 0.0 -0.1 0.37
H 20.9914 -26.6963 -14.8743 0.0 0.0 0.1 -0.17
H 25.9380 -24.7537 -13.3101 0.0 0.0 0.2 0.43
H 24.8733 -26.0959 -13.7203 0.0 0.0 0.1 -0.02
H 21.7452 -25.4445 -18.3305 0.2 0.1 0.0 0.14
H 18.4215 -26.1957 -18.0277 0.3 0.1 0.3 0.44
O 23.3725 -30.3660 -16.1768 0.1 -0.2 0.2 -0.34
H 23.9478 -24.8470 -15.5811 -0.6 -0.1 0.0 -0.08
O 21.3031 -30.1652 -18.1873 0.0 -0.5 0.1 -0.12
H 20.4962 -27.1883 -17.7132 0.1 0.0 0.1 -0.05
H 20.4782 -29.6797 -18.0493 0.2 0.3 0.2 -0.10
C 21.9184 -28.1447 -13.5386 -0.2 0.9 0.3 -0.59
H 20.4768 -26.5134 -21.1035 0.1 0.0 -0.1 0.42
H 24.7069 -23.3254 -15.1950 0.0 -0.1 0.0 0.39
H 17.5082 -28.9889 -17.1141 -0.1 0.0 -0.1 0.25
O 20.7916 -28.1201 -22.4191 0.2 -0.1 0.1 -0.58
H 24.8996 -25.5192 -12.0647 0.0 0.2 0.1 0.41
H 19.4356 -32.0421 -17.4439 -0.2 0.1 0.0 0.38
H 22.7054 -27.1621 -16.4698 0.0 0.1 0.0 -0.23
H 24.0942 -23.2720 -12.9555 -0.3 0.1 -0.1 0.20
C 27.1654 -25.2372 -17.6254 0.3 0.2 1.2 0.78
H 27.6688 -26.5359 -21.8557 0.0 0.2 0.1 0.35
C 20.8789 -27.5316 -21.1323 -0.5 0.3 0.2 0.23
H 27.1331 -29.7005 -15.2048 0.1 0.2 -0.1 0.32
H 25.1845 -25.3163 -18.4491 0.0 0.1 -0.3 -0.03
C 25.9380 -24.5707 -18.1978 0.2 -0.1 0.0 -1.12
O 22.6921 -26.8274 -17.3747 -0.3 0.1 0.1 0.15
H 19.8645 -28.2354 -22.6426 0.0 0.1 0.0 0.32
H 20.8104 -30.4895 -20.7499 0.1 0.1 0.1 0.24
H 17.4022 -27.5791 -16.0742 0.0 0.0 -0.1 0.32
C 17.3978 -27.9036 -17.1189 0.2 0.4 0.6 -1.43
H 26.8775 -25.2507 -15.4780 0.0 0.1 -0.1 0.27
C 26.8459 -26.6574 -21.1475 0.1 -0.7 0.4 0.24
C 23.5371 -27.6521 -18.1454 0.9 -1.1 -1.0 0.96
C 23.8676 -31.6954 -16.1688 -0.5 -0.3 -0.8 -0.96
H 22.9975 -23.2887 -15.1917 -0.3 -0.5 -0.4 0.56
H 26.2766 -23.9846 -19.0533 -0.4 -0.1 -0.2 0.51
H 24.1831 -29.2808 -21.3740 -0.2 -0.1 -0.3 0.16
H 22.3727 -31.2766 -20.4347 0.0 0.1 0.0 0.17
H 23.2881 -22.2373 -18.7130 0.0 0.3 0.4 0.38
H 26.9867 -26.0160 -20.2793 0.0 0.3 -0.2 -0.18
C 18.5373 -27.2718 -17.9097 -1.2 -1.0 -0.6 -0.04
H 21.6724 -22.4026 -17.8922 0.0 0.2 -0.3 0.36
H 24.9352 -30.6084 -20.5739 0.1 -0.4 -0.2 0.19
H 21.6353 -32.1681 -18.3509 -0.2 -0.1 0.1 0.12
H 21.5933 -28.8484 -12.7731 0.0 -0.4 -0.3 0.46
H 24.6985 -26.8320 -21.2296 0.0 0.1 0.1 -0.18
H 23.0464 -24.2801 -19.9398 0.2 0.0 0.3 0.02
H 26.3766 -29.3546 -21.9519 0.0 -0.1 0.1 0.34
C 24.9621 -25.1948 -13.1016 -0.1 -0.3 -0.5 -1.16
H 21.9203 -27.4768 -20.8301 0.1 -0.1 -0.2 -0.40
C 25.5129 -26.3953 -21.8077 0.1 0.2 0.0 -0.78
C 23.8351 -23.9538 -14.9694 0.6 1.0 0.5 -0.96
O 25.3102 -28.6666 -14.9991 0.5 -0.1 0.1 -0.09
H 24.7691 -29.3998 -15.3267 -0.1 0.2 -0.1 0.20
H 24.4406 -31.8675 -15.2637 0.1 0.0 0.0 0.30
O 26.8749 -28.0152 -20.6489 -0.2 0.0 -0.2 -0.55
H 27.7064 -26.6917 -16.0873 0.1 0.1 0.0 0.42
H 25.4714 -26.7970 -22.8185 0.0 0.0 0.0 0.41
H 16.4306 -27.6326 -17.5395 0.0 -0.1 -0.1 0.43
H 22.6271 -30.3257 -16.7967 -0.2 0.2 -0.1 0.11
H 25.4705 -23.8924 -17.4838 0.2 0.0 0.1 0.33
O 21.3086 -24.9333 -19.0282 -0.1 -0.1 0.3 -0.46
O 25.8378 -30.0305 -22.3875 0.0 0.0 0.1 -0.61
H 27.0679 -28.3138 -14.0477 0.2 0.0 -0.1 0.27
C 26.5370 -29.1669 -14.4588 -0.9 -0.2 0.1 -0.82
H 22.9496 -23.4554 -17.4319 0.3 0.0 -0.3 -0.35
H 21.6267 -23.3058 -20.1705 0.0 -0.1 0.0 0.36
C 23.8588 -24.2125 -13.4748 0.6 -0.4 0.5 0.42
H 27.6114 -25.9582 -18.3206 -0.2 0.1 -0.2 0.13
H 20.2927 -26.7860 -13.2584 -0.1 0.0 -0.1 0.39
H 24.4643 -31.8979 -17.0672 0.3 0.1 0.2 0.32
H 22.5013 -28.5995 -14.3353 0.0 -0.3 0.1 -0.09
```
Forces are in eV/Å.

Computed properties:
- SMILES: CC(C)O.CC(C)O.CC(C)O.CCO.CCO.CCO.CCO.CO.CO.CO.CO.CO
- Charge: 0

***

Formula: C22H68O23
Source: the Open Molecules 2025 dataset
Level of theory: ωB97M-V/def2-TZVPD

Geometry as XYZ:
```
113
Properties=species:S:1:pos:R:3:forces:R:3:mulliken_charge:R:1
H 1.8155 5.1373 -0.3099 0.0 -0.1 -0.1 0.43
H -1.6661 -3.4637 1.7660 0.4 0.6 -0.2 -0.24
C -2.9839 3.1847 1.6826 -0.6 -0.1 -0.4 -0.01
H -0.3671 0.0321 1.0097 -0.2 -0.1 -0.2 -0.82
O 0.1576 0.5304 0.3737 -0.3 0.2 -0.3 2.33
H -1.9891 2.9268 2.0369 0.0 -0.1 0.1 -0.64
H -1.1752 -2.0977 -4.8157 0.3 0.1 -0.2 0.28
O -1.9809 -0.4705 -1.6211 -0.2 0.1 -0.1 -0.58
O 4.2271 0.3732 4.3231 0.0 -0.3 -0.1 -0.63
O 1.0405 -5.0044 -4.5451 0.2 0.2 0.3 -0.51
H -3.2706 2.0878 -5.0153 0.6 -0.1 0.2 0.35
H -2.8096 -5.0659 1.2336 0.2 -0.1 0.0 0.41
O -2.9903 4.5863 1.3923 -0.1 -0.2 0.3 -0.58
H 2.8934 3.0112 1.1706 0.1 0.1 -0.1 0.20
H -4.0647 -1.8681 0.8648 -0.1 -0.3 0.2 0.32
H -4.0786 3.0918 -3.0891 -0.2 0.0 0.3 0.33
H 2.7184 1.0252 -2.8695 0.2 0.0 -0.2 0.35
O 1.9904 2.9568 -3.1841 0.9 -0.7 -0.1 -0.57
H 4.3116 3.6165 -2.2711 -0.3 0.0 0.2 0.32
C 0.7476 -2.5990 -4.3852 -1.0 -0.2 -0.3 0.17
H 0.2061 -3.9467 3.8713 -0.2 -0.1 0.4 0.38
C -3.1311 -1.9462 1.4286 0.1 0.5 -0.8 -0.78
H 2.3732 2.0654 -1.4465 0.5 -0.6 0.2 -0.60
H 2.3690 3.8080 -2.9442 -0.3 0.2 -0.2 0.26
H -5.4721 2.4120 -4.0457 0.2 0.6 -0.2 0.26
H 0.2458 2.7497 -3.9109 -0.1 -0.2 0.0 0.34
C -3.6499 1.3628 -4.2857 -0.7 0.9 -1.4 -0.09
C 3.2864 0.4302 2.0784 0.0 1.1 0.0 0.00
H 0.3927 -3.8746 -6.0983 0.0 0.5 -0.1 0.26
O 2.9712 -5.7111 -0.8371 -0.3 0.2 0.4 -0.55
H -0.3470 4.3363 0.8518 0.3 0.6 -0.6 0.31
C 2.2522 -4.5153 -1.1619 -0.3 -0.4 -0.6 -0.22
O 0.0930 -2.1505 2.9131 -0.4 0.4 0.1 0.12
H -0.5544 -2.5839 4.7970 -0.1 -0.1 -0.1 0.31
O -2.3483 -0.7627 1.0727 -0.6 -0.9 0.9 -0.84
H -3.0269 1.3350 0.4842 0.4 0.2 0.0 -0.86
C 0.8284 -4.4753 -0.6335 -0.2 0.0 0.1 -0.14
C 2.8404 2.0156 -2.4365 -1.2 1.8 0.6 0.80
C 4.2434 -0.2340 3.0571 -1.0 0.2 -0.6 -0.76
O 0.5807 2.8946 1.8392 1.2 -0.1 0.6 -0.35
H 0.0421 2.0932 1.8061 -0.5 0.3 -0.6 -0.79
H -0.7955 1.1867 -2.0634 0.1 0.1 0.4 0.20
C -0.6731 2.4532 4.8859 0.4 0.1 0.5 -0.37
O -5.1130 1.4342 -2.3270 0.3 0.4 0.2 -0.57
H -4.8479 0.6995 -5.7610 0.0 0.4 0.1 0.33
H -3.8537 4.9098 1.6622 0.0 0.2 -0.2 0.35
H 5.2317 -0.1365 2.6130 0.2 -0.2 0.2 0.50
H -3.7381 2.9721 2.4457 0.2 -0.1 0.2 0.59
H -1.1168 2.6387 5.8674 -0.1 0.1 -0.1 0.50
H 1.5009 1.1524 2.1365 -0.1 -0.2 0.0 -0.11
C 0.5480 3.7331 0.6777 -0.9 -1.0 0.0 0.42
H -0.4157 -0.3336 -2.8528 0.3 0.0 0.1 0.01
H -0.6288 0.3816 5.1785 0.0 0.0 0.0 0.24
H 1.1133 2.1678 4.2765 0.3 0.2 0.2 0.34
H -5.1920 0.5159 -2.6079 0.1 0.0 -0.1 0.28
H 1.2069 -4.6623 1.2859 0.0 -0.1 -0.2 0.24
H 2.1117 -3.6249 -5.6867 0.0 0.0 0.0 0.39
C 1.5828 -2.5123 4.7479 0.1 0.9 0.5 -0.48
H 0.4051 3.1460 -0.2373 -0.1 -0.2 0.1 -0.24
H 0.2768 -1.2916 -0.4673 -0.1 -0.2 -0.7 0.23
O 1.6374 -1.0947 4.8928 0.2 0.0 0.0 -0.53
H 2.7875 -3.6519 -0.7616 0.1 0.1 -0.1 0.10
O 4.9631 2.2738 -3.5915 0.1 0.0 0.1 -0.54
H 0.3038 -5.4290 -0.7459 0.3 -0.1 0.0 0.34
H -2.8560 0.8325 -3.7726 0.0 0.3 0.4 -0.10
H 2.4599 -2.8470 4.1819 -0.2 -0.2 -0.3 0.16
C -4.5958 2.1983 -3.4267 -0.2 -1.8 -0.1 -0.29
H 1.5985 -0.6706 4.0130 -0.2 -0.1 0.0 0.03
O -4.3415 0.3513 -5.0246 -0.1 -0.8 0.5 -0.56
H 1.3050 0.0052 -1.1774 0.0 -0.3 -0.1 -0.04
H 1.1378 -1.6692 -4.8088 -0.2 0.1 -0.2 0.29
C 0.2473 -2.8816 4.1257 0.9 -0.2 -0.6 -0.56
H -2.2135 0.9503 4.6468 0.0 0.3 0.1 0.32
H 1.8599 5.1792 1.4391 0.6 -0.1 0.1 0.32
H 0.7243 -2.4680 2.2538 -0.2 -0.1 -0.1 -0.16
C -3.3479 2.3748 0.4477 -0.1 0.6 -0.6 1.44
H -0.9917 3.2478 4.2044 0.0 -0.1 -0.1 0.09
C 1.8476 4.5005 0.5754 -0.9 0.7 0.4 -0.92
C 0.3041 -0.2565 -0.8187 0.3 1.0 0.4 -0.97
C 1.1061 -3.7748 -5.2782 0.4 -0.3 0.3 -0.55
H 0.2300 -3.7589 -1.2005 0.2 0.1 -0.1 0.07
C -0.7166 0.1100 -1.8955 -0.1 -1.1 0.3 0.25
O 2.9786 3.6678 0.4665 -0.1 -0.2 0.1 -0.54
O 0.7418 2.5059 5.1044 -0.5 -0.3 -0.7 -0.62
H 1.1557 -2.6687 -3.3772 0.3 -0.3 -0.1 -0.12
O -3.2469 -4.2911 0.8856 -0.6 0.6 -0.6 -0.65
H -0.4664 1.6039 -4.6420 0.0 0.1 0.0 0.30
H -2.8612 2.8958 -0.3873 0.4 -0.3 0.0 0.20
H 1.7054 -2.9054 5.7580 -0.2 -0.2 0.0 0.43
H -2.8419 -0.0818 1.5452 0.5 0.5 -0.2 0.00
H 1.7101 -5.5959 -4.8962 -0.1 -0.1 -0.1 0.29
H 3.9295 -1.2862 3.0663 0.4 -0.2 0.4 0.09
O 0.7509 -4.0265 0.7216 0.2 -0.1 0.3 -0.36
C 4.2664 2.5301 -2.3717 0.2 -0.5 -0.6 -0.53
H 3.2310 -6.1138 -1.6658 0.0 -0.2 0.0 0.35
C -1.1323 1.0740 4.4930 -0.3 -1.0 0.4 -0.46
O -0.6352 2.4285 -4.1768 0.1 0.2 -0.1 -0.57
H 2.1865 -4.4762 -2.2524 0.0 0.4 0.0 0.19
H -4.9017 2.0142 -0.6767 0.0 0.1 0.3 0.44
H -3.3102 -1.9234 2.5038 -0.1 -0.2 0.0 0.44
H 3.4163 0.0202 1.0679 -0.1 -0.2 0.1 0.17
O -4.7423 2.4010 0.2089 -0.2 0.1 0.3 -0.70
O -0.6615 -2.5928 -4.1720 0.0 0.1 0.5 -0.51
O -0.8376 0.7056 3.1546 0.0 1.2 -0.8 0.87
H -0.5588 -0.2040 3.0289 0.1 -0.6 0.6 -0.54
O 1.9251 0.3620 2.5044 0.8 -0.3 0.2 0.67
H 4.9570 1.3264 -3.7556 0.0 0.0 0.0 0.32
H 3.4002 0.1040 4.7529 0.1 0.0 0.1 0.41
H 4.7956 2.1235 -1.5034 -0.1 -0.1 0.0 0.25
H 3.5296 1.5013 2.0220 0.4 -0.2 0.0 0.17
H -2.0739 -0.6349 -0.6674 -0.1 0.3 -0.1 0.26
C -2.3701 -3.1670 0.9883 0.5 -1.0 1.1 0.89
H -1.8125 -2.9416 0.0733 -0.2 -0.2 -0.1 -0.17
```
Forces are in eV/Å.

Computed properties:
- SMILES: OCCO.OCCO.OCCO.OCCO.OCCO.OCCO.OCCO.OCCO.OCCO.OCCO.OCCO.O
- Charge: 0

***

no.,E_LUMO (Ha),HOMO (eV),total energy (eV)
1,0.01420,-9.53,-48484.2962
2,-0.00065,-9.57,-71003.9860